# 1
# C2H3F5N3OP3

A structure of composition C2H3F5N3OP3 at a distorted geometry (ωB97M-V/def2-TZVPD, OMol25).

Values from the calculation:
M	273.0	u
HOMO-LUMO gap	8.92	eV
charge	0

Each line ends with the Mulliken charge.
Geometry (Å):
C1 0.184 -0.165 0.517  -0.595
C2 -0.149 -1.011 -0.461  0.050
N1 -3.956 1.498 -0.735  -0.417
N2 -3.888 -1.301 -0.979  -0.400
N3 -3.199 -0.154 1.386  -0.324
O1 -1.581 -1.152 -0.660  -0.278
F1 -4.399 0.290 -2.993  -0.180
F2 -2.092 2.131 0.953  -0.251
F3 -4.277 2.041 1.835  -0.230
F4 -1.662 -1.976 1.513  -0.349
F5 -3.568 -2.765 0.810  -0.300
P1 -3.907 0.112 -1.497  0.696
P2 -3.397 1.270 0.849  0.908
P3 -2.779 -1.394 0.439  0.919
H1 1.186 -0.197 0.919  0.296
H2 -0.684 0.242 1.172  0.105
H3 0.305 -1.765 -1.145  0.350

---

# 2
# C2H3FIN

A cluster of 2 separate species, C2H3FIN in total at a distorted geometry (ωB97M-V/def2-TZVPD, OMol25).

Values from the calculation:
M	187.0	u
HOMO-LUMO gap (spin up / spin down)	8.48 / 8.48	eV
charge	0

Each line ends with the Mulliken charge.
Geometry (Å):
C1 0.107 0.747 -0.265  0.404
C2 -0.661 -0.482 -0.175  -0.713
N1 0.476 1.837 -0.110  -0.213
F1 1.737 -0.726 0.188  -0.721
I1 -2.892 -0.082 0.033  0.081
H1 -0.383 -0.964 -1.179  0.346
H2 -0.317 -1.116 0.572  0.448
H3 1.409 2.198 -0.299  0.369

---

# 3
# C2H3FINO

A structure of composition C2H3FINO at a distorted geometry (ωB97M-V/def2-TZVPD, OMol25).

Values from the calculation:
M	203.0	u
HOMO-LUMO gap	8.77	eV
charge	0

Each line ends with the Mulliken charge.
Geometry (Å):
C1 -0.531 0.102 -0.161  0.639
C2 -0.210 -1.277 -0.028  -0.244
N1 0.966 1.283 0.097  -0.656
O1 -1.414 0.686 -0.649  -0.384
F1 0.737 -1.656 0.860  -0.246
I1 0.162 3.169 -0.211  0.096
H1 0.219 -1.530 -1.097  0.175
H2 -0.994 -1.941 0.097  0.334
H3 1.066 1.165 1.090  0.287

---

# 4
# C2H3FN2O4

The molecule C2H3FN2O4 at a distorted geometry (ωB97M-V/def2-TZVPD, OMol25).

Values from the calculation:
M	138.1	u
HOMO-LUMO gap	10.91	eV
charge	0

Each line ends with the Mulliken charge.
Geometry (Å):
C1 0.976 -0.993 -0.154  -1.137
C2 -0.011 -0.020 0.411  0.714
F1 -0.269 -0.183 1.730  -0.266
N1 -1.378 -0.075 -0.273  0.886
O1 -1.445 -0.353 -1.439  -0.548
O2 -2.349 0.176 0.387  -0.544
N2 0.319 1.530 0.142  0.925
O3 0.768 1.697 -0.944  -0.533
O4 0.027 2.261 1.001  -0.528
H1 2.031 -1.022 0.068  0.352
H2 0.677 -2.004 0.303  0.323
H3 0.655 -1.013 -1.232  0.356

---

# 5
# C2H3FN3

The ion C2H3FN3 with charge +1 at a distorted geometry (ωB97M-V/def2-TZVPD, OMol25).

Values from the calculation:
M	88.1	u
HOMO-LUMO gap	9.19	eV
charge	+1

Each line ends with the Mulliken charge.
Geometry (Å):
N1 0.263 -1.630 0.060  -0.291
N2 1.119 -0.796 0.092  0.323
C1 1.083 0.494 0.107  -0.186
C2 -0.294 0.923 0.119  0.129
N3 -1.107 -0.054 0.132  -0.102
F1 -2.394 0.126 -0.045  -0.086
H1 -0.002 -2.218 -0.697  0.336
H2 1.833 1.237 0.149  0.394
H3 -0.501 1.919 0.083  0.483

---

# 6
# C2H3FN4O

A cluster of 2 separate species, C2H3FN4O in total at a distorted geometry (ωB97M-V/def2-TZVPD, OMol25).

Values from the calculation:
M	118.1	u
HOMO-LUMO gap	9.59	eV
charge	0

Each line ends with the Mulliken charge.
Geometry (Å):
C1 -0.055 1.658 2.108  0.590
C2 0.466 -1.532 -1.253  -0.601
N1 -0.164 0.683 -1.246  0.776
N2 -0.847 1.569 -1.320  -0.509
N3 0.740 -0.086 -1.229  -0.488
N4 -0.873 0.864 2.502  -0.182
O1 0.862 2.341 2.192  -0.314
F1 -1.770 0.090 1.825  -0.106
H1 1.514 -1.835 -1.053  0.271
H2 -0.096 -1.768 -0.336  0.264
H3 0.225 -1.986 -2.190  0.298

---

# 7
# C2H3FO2S

A cluster of 2 separate species, C2H3FO2S in total at a distorted geometry (ωB97M-V/def2-TZVPD, OMol25).

Values from the calculation:
M	110.1	u
HOMO-LUMO gap	9.15	eV
charge	0

Each line ends with the Mulliken charge.
Geometry (Å):
C1 -0.191 1.138 1.129  -0.641
C2 -0.866 0.607 0.174  0.095
O1 3.861 0.160 1.218  -0.333
O2 3.530 0.706 -1.161  -0.373
F1 -0.418 0.876 -1.052  -0.236
S1 3.651 -0.283 -0.095  0.707
H1 -0.421 0.851 2.190  0.219
H2 0.755 1.519 0.908  0.291
H3 -1.848 0.011 0.180  0.273

---

# 8
# C2H3FO2S

A cluster of 2 separate species, C2H3FO2S in total at a distorted geometry (ωB97M-V/def2-TZVPD, OMol25).

Values from the calculation:
M	110.1	u
HOMO-LUMO gap	9.71	eV
charge	0

Each line ends with the Mulliken charge.
Geometry (Å):
C1 -0.460 0.103 -1.238  -0.563
C2 0.179 0.972 -0.505  -0.001
O1 0.975 -0.697 2.497  -0.395
O2 -0.966 -1.254 1.195  -0.365
F1 1.441 0.680 -0.174  -0.259
S1 0.477 -1.201 1.280  0.735
H1 -1.442 0.402 -1.545  0.263
H2 0.009 -0.966 -1.238  0.272
H3 -0.212 1.960 -0.271  0.313

---

# 9
# C2H3FO2Zn

A structure of composition C2H3FO2Zn at a distorted geometry (ωB97M-V/def2-TZVPD, OMol25).

Values from the calculation:
M	143.4	u
HOMO-LUMO gap	8.37	eV
charge	+2

Each line ends with the Mulliken charge.
Geometry (Å):
F1 1.454 -0.630 -0.876  -0.253
H1 -0.113 -0.418 -1.871  0.422
O1 -0.565 0.133 -1.060  -0.445
C1 0.519 0.350 -0.249  0.563
C2 0.159 -0.089 1.168  0.131
O2 -1.003 -0.336 1.428  -0.320
Zn1 -2.403 -0.152 -0.117  1.182
H2 0.989 1.340 -0.337  0.310
H3 0.963 -0.198 1.912  0.410

---

# 10
# C2H3FS

A cluster of 2 separate species, C2H3FS in total at a distorted geometry (ωB97M-V/def2-TZVPD, OMol25).

Values from the calculation:
M	78.1	u
HOMO-LUMO gap	8.44	eV
charge	0

Each line ends with the Mulliken charge.
Geometry (Å):
C1 0.554 -1.040 -0.242  -0.133
C2 0.192 0.384 0.139  -0.208
F1 0.511 1.340 -0.882  -0.269
S1 0.777 -2.175 0.865  -0.197
H1 0.710 -1.326 -1.372  0.277
H2 0.382 0.980 1.084  0.329
H3 -1.257 0.295 0.412  0.201

---

# 11
# C2H3FTl

A structure of composition C2H3FTl at a distorted geometry (ωB97M-V/def2-TZVPD, OMol25).

Values from the calculation:
M	250.4	u
HOMO-LUMO gap (spin up / spin down)	5.73 / 9.03	eV
2S+1	2
charge	0

Each line ends with the Mulliken charge.
Geometry (Å):
C1 0.563 -0.014 -0.453  -0.073
C2 -0.494 0.647 0.165  -0.846
H1 0.708 -0.160 -1.527  0.400
H2 -0.387 1.008 1.194  0.298
H3 -1.290 1.095 -0.442  0.281
F1 1.762 -0.698 0.423  -0.363
Tl1 -0.863 -1.878 0.641  0.303

---

# 12
# C2H3HgNaO

A structure of composition C2H3HgNaO at a distorted geometry (ωB97M-V/def2-TZVPD, OMol25).

Values from the calculation:
M	266.6	u
HOMO-LUMO gap (spin up / spin down)	5.61 / 6.32	eV
2S+1	3
charge	0

Each line ends with the Mulliken charge.
Geometry (Å):
O1 1.930 1.154 0.003  -0.499
C1 1.437 0.533 -0.968  -0.173
Na1 -0.204 0.252 1.728  0.826
Hg1 -0.415 -1.263 -0.757  0.183
H1 2.059 0.690 -1.911  0.263
C2 -2.193 -0.884 0.820  -1.079
H2 -2.934 -1.616 0.430  0.260
H3 -2.755 -0.409 1.654  0.218

---

# 13
# C2H3I

The molecule C2H3I at a distorted geometry (ωB97M-V/def2-TZVPD, OMol25).

Values from the calculation:
M	154.0	u
HOMO-LUMO gap	9.72	eV
charge	0

Each line ends with the Mulliken charge.
Geometry (Å):
C1 0.080 -0.057 -0.427  -0.484
C2 0.457 -0.417 0.868  -0.433
I1 1.925 -1.900 1.406  0.011
H1 -0.770 0.544 -0.348  0.240
H2 0.408 -0.380 -1.460  0.266
H3 0.254 0.086 1.763  0.401

---

# 14
# C2H3I2NO

A cluster of 2 separate species, C2H3I2NO in total at a distorted geometry (ωB97M-V/def2-TZVPD, OMol25).

Values from the calculation:
M	310.9	u
HOMO-LUMO gap	7.91	eV
charge	0

Each line ends with the Mulliken charge.
Geometry (Å):
C1 0.557 0.125 -1.412  0.181
C2 0.303 -0.487 0.539  -0.474
N1 -0.482 0.389 1.246  -0.480
O1 0.959 1.235 -1.558  -0.357
I1 -0.733 -2.388 0.020  -0.007
I2 -1.912 1.388 0.217  0.147
H1 0.073 -0.686 -2.048  0.244
H2 1.323 -0.540 1.041  0.432
H3 -0.089 0.964 1.956  0.315

---

# 15
# C2H3I2NO2P

A cluster of 2 separate species, C2H3I2NO2P in total at a distorted geometry (ωB97M-V/def2-TZVPD, OMol25).

Values from the calculation:
M	357.8	u
HOMO-LUMO gap	7.27	eV
charge	-1

Each line ends with the Mulliken charge.
Geometry (Å):
C1 0.456 -0.643 -2.434  0.736
C2 -0.470 -1.262 1.801  -0.040
N1 0.279 -0.464 1.348  -0.552
O1 -0.651 -0.342 -2.428  -0.349
O2 1.543 -0.952 -2.657  -0.411
P1 0.459 0.964 0.059  -0.039
I1 -2.691 -1.157 1.782  -0.275
I2 0.379 3.097 -1.467  -0.519
H1 -0.244 -2.306 2.324  0.326
H2 1.429 1.642 0.806  0.070
H3 -0.488 1.423 0.867  0.052

---

# 16
# C2H3I3O

A structure of composition C2H3I3O at a distorted geometry (ωB97M-V/def2-TZVPD, OMol25).

Values from the calculation:
M	423.8	u
HOMO-LUMO gap (spin up / spin down)	6.90 / 6.62	eV
2S+1	3
charge	0

Each line ends with the Mulliken charge.
Geometry (Å):
C1 -1.220 0.574 0.218  -1.011
C2 0.542 -0.965 0.006  -0.235
O1 -0.023 -0.003 0.666  -0.192
I1 3.179 1.492 -0.386  -0.012
I2 2.138 -1.852 0.927  0.166
I3 0.082 -1.309 -1.953  0.131
H1 -1.037 1.129 -0.650  0.414
H2 -1.641 1.098 0.958  0.323
H3 -2.020 -0.166 0.215  0.417

---

# 17
# C2H3IN2

The molecule C2H3IN2 at a distorted geometry (ωB97M-V/def2-TZVPD, OMol25).

Values from the calculation:
M	182.0	u
HOMO-LUMO gap (spin up / spin down)	8.63 / 8.63	eV
charge	0

Each line ends with the Mulliken charge.
Geometry (Å):
C1 1.345 0.785 -0.024  -0.190
N1 0.806 -0.268 -0.453  -0.091
N2 -0.306 -0.441 -1.057  -0.362
C2 -1.423 -0.911 -0.161  -0.355
I1 -1.162 -1.073 1.872  0.097
H1 2.235 0.849 0.591  0.270
H2 0.928 1.910 -0.139  0.226
H3 -2.424 -0.852 -0.630  0.405

---

# 18
# C2H3IN2

The molecule C2H3IN2 at a distorted geometry (ωB97M-V/def2-TZVPD, OMol25).

Values from the calculation:
M	182.0	u
HOMO-LUMO gap	7.95	eV
charge	0

Each line ends with the Mulliken charge.
Geometry (Å):
C1 0.506 -0.160 0.200  0.145
C2 -0.772 0.606 0.017  -1.013
N1 0.585 -1.346 -0.104  0.522
N2 0.640 -2.452 -0.016  -0.624
I1 2.326 0.956 -0.024  0.023
H1 -1.612 -0.033 0.279  0.329
H2 -0.899 0.944 -1.014  0.292
H3 -0.773 1.483 0.663  0.327

---

# 19
# C2H3IN2O

A structure of composition C2H3IN2O at a distorted geometry (ωB97M-V/def2-TZVPD, OMol25).

Values from the calculation:
M	198.0	u
HOMO-LUMO gap (spin up / spin down)	8.03 / 8.09	eV
charge	0

Each line ends with the Mulliken charge.
Geometry (Å):
C1 0.959 0.238 0.184  -0.473
C2 -0.400 0.414 -0.382  0.079
N1 0.613 -2.260 -0.106  -0.081
N2 -1.270 0.646 0.516  -0.518
O1 1.345 -1.426 0.258  -0.051
I1 -3.213 0.705 -0.033  0.091
H1 1.648 0.960 -0.176  0.325
H2 0.937 0.470 1.197  0.272
H3 -0.619 0.253 -1.458  0.355

---

# 20
# C2H3IO2

A cluster of 2 separate species, C2H3IO2 in total at a distorted geometry (ωB97M-V/def2-TZVPD, OMol25).

Values from the calculation:
M	185.9	u
HOMO-LUMO gap	10.07	eV
charge	0

Each line ends with the Mulliken charge.
Geometry (Å):
O1 -0.798 1.721 1.368  -0.346
C1 -0.974 0.560 1.431  0.003
I1 -2.540 -0.496 0.392  0.012
H1 -0.314 0.010 2.229  0.327
C2 1.168 -0.537 -1.336  -0.096
O2 0.705 -0.564 -0.243  -0.323
H2 1.223 -1.254 -2.156  0.255
H3 1.531 0.560 -1.685  0.167